Entry 1:
DFT (ωB97M-V/def2-TZVPD) results for a molecular structure, C39H41BN8ORbSSb in a non-equilibrium geometry.

Last column: Mulliken charge in e.
Geometry (Å):
Sb 1.43199 2.92648 -1.47080  0.233
Rb 0.00000 0.00000 0.00000  0.455
S -1.20221 -2.41674 1.16838  -0.076
O -1.66923 -1.52042 -1.41551  -0.245
N 1.90330 1.51655 1.21560  0.518
N 0.30655 -0.86814 2.56007  0.138
N 1.49732 -0.91549 3.13903  -0.070
N -2.68632 -4.68121 1.30526  0.347
N -2.72365 -3.48693 -0.68914  0.000
N 2.77295 0.98929 2.06481  -0.074
N 3.08763 -1.37818 1.22424  -0.052
N 2.29728 -1.44768 0.16309  0.657
C -4.58950 -3.76279 -4.43341  -0.671
C -1.57073 3.25606 -2.05996  -0.536
C -0.96583 -5.80500 2.65670  -1.058
C 4.15316 6.05507 -3.04889  -0.672
C 1.91733 5.96396 -1.37324  -0.498
C 2.46852 1.68955 -2.89767  0.666
C 3.66595 1.08728 -2.49086  -0.561
C -2.71972 3.64181 -2.75757  -0.605
C 3.64521 7.23488 -2.49691  -0.403
C 2.85203 -2.31125 -0.70912  -0.823
C -0.60366 -1.30565 3.45157  -0.513
C 3.59908 1.95104 2.51840  -0.287
C -0.30296 3.51060 -2.59603  0.496
C 2.70537 0.65197 -5.07757  -0.541
C 2.16823 2.83350 1.11759  -0.959
C 1.36859 -1.37911 4.39666  -0.283
C -5.06186 -5.16936 0.93111  -1.228
C -1.33978 4.54631 -4.52990  -0.724
C 3.23837 3.14280 1.93127  -1.196
C -2.60457 4.28627 -3.99294  -0.389
C -3.97100 -3.66749 -3.18374  -0.072
C 3.54362 4.82874 -2.76445  -0.271
C 2.52732 7.18933 -1.65877  -0.575
C 0.03632 -1.63807 4.62738  -1.117
C -2.27669 -3.59702 0.52780  -0.246
C -2.85362 -1.64576 -3.89466  -0.357
C 1.98701 1.46445 -4.19393  -0.454
C 2.42231 4.78005 -1.92467  0.302
C -3.47256 -1.74180 -5.14341  -0.770
C -3.09642 -2.60795 -2.90299  0.202
C 4.38023 0.27147 -3.37277  -0.573
C -4.33965 -2.80043 -5.41147  -0.222
C 4.02808 -2.79928 -0.17848  -0.938
C -3.63037 -5.65575 0.76118  -0.691
C -2.41504 -2.48170 -1.57099  -0.286
C -2.22352 -4.94713 2.66828  -0.692
C -0.19018 4.16103 -3.83253  -0.385
C 3.90144 0.05532 -4.66777  -0.511
C 4.14915 -2.18783 1.04898  -0.293
B 2.82098 -0.50000 2.46439  0.244
H -1.66565 2.76104 -1.10209  0.233
H -3.49407 4.58553 -4.53186  0.365
H -5.29713 -5.00045 1.98721  0.388
H 4.70835 -3.50912 -0.62940  0.375
H -3.52156 -6.62180 1.26941  0.423
H 3.94576 3.92641 -3.20065  0.398
H 4.95439 -2.32609 1.75947  0.381
H -0.20400 0.45923 -2.52233  -0.232
H 2.33324 0.48336 -6.07959  0.353
H 4.11718 8.18313 -2.71872  0.348
H -3.69833 3.44286 -2.33942  0.347
H -1.14567 -6.76156 2.15503  0.347
H -2.06061 -4.03103 3.24477  0.262
H 2.42682 -2.56848 -1.66972  0.434
H 3.69534 4.11229 2.07665  0.414
H -5.76337 -5.91282 0.54017  0.362
H -2.17657 -0.81878 -3.68776  0.550
H 0.78430 4.37038 -4.25236  0.451
H -1.25022 5.04836 -5.48438  0.341
H 5.30443 -0.19169 -3.05227  0.397
H -5.26424 -4.58884 -4.63841  0.366
H -1.66509 -1.37756 3.25681  0.731
H -3.00355 -5.48426 3.22363  0.380
H -3.42310 -5.85909 -0.29603  0.405
H -3.27432 -0.98934 -5.90124  0.395
H 4.45574 -0.57517 -5.35144  0.328
H 1.61706 3.52374 0.49334  0.977
H 1.04982 5.93410 -0.72667  0.339
H -0.41168 -2.01986 5.53479  0.367
H 2.13334 8.10275 -1.23192  0.356
H 4.40591 1.80060 3.22467  0.397
H -5.23230 -4.22915 0.39709  0.258
H 4.04280 1.25090 -1.48925  0.241
H 2.18171 -1.51992 5.09766  0.407
H 1.06370 1.91069 -4.52553  0.478
H -0.14118 -5.30861 2.13649  0.195
H -0.64297 -6.01588 3.68101  0.380
H -4.82056 -2.87527 -6.38267  0.327
H 5.01833 6.09099 -3.69826  0.370
H -4.17112 -4.42168 -2.42704  0.260
H 3.71365 -0.65819 3.24392  -0.234

Values from the calculation:
- HOMO (spin up / spin down) (eV) = 0.082 / 0.082
- charge = -2
- E (eV) = -73779.131

---

Entry 2:
DFT (ωB97M-V/def2-TZVPD) results for a molecular structure, C20H15Cl2N3OPdS.

Last column: Mulliken charge in e.
Geometry (Å):
Pd 0.53522 -0.69456 0.22730  0.601
Cl 0.77114 -2.52871 -1.25979  -0.108
Cl -4.56266 -1.60783 -2.23055  -0.212
S -1.95657 -0.69455 -0.66197  -0.227
O 1.22586 0.73262 -1.03841  -0.949
N 0.04184 -1.64320 1.94378  -0.023
N 0.67951 0.79777 1.42442  0.336
N 1.02425 1.98952 0.89252  -1.205
C 0.24323 1.73813 3.63809  -1.395
C 2.22465 4.08057 -3.26566  -0.613
C 2.36935 5.30521 -2.62709  -0.355
C -0.05393 -0.75488 2.95952  0.816
C -0.50617 -1.15965 4.20510  -0.577
C 2.15700 5.40417 -1.25852  -0.666
C -0.78901 -3.94855 -2.86309  -0.873
C -0.85213 -2.48285 4.40630  -0.407
C 1.65905 3.05297 -1.16524  0.441
C 1.28176 1.83902 -0.40327  0.778
C 0.31369 0.62371 2.64884  0.431
C 1.87085 2.95602 -2.53747  -0.451
C -1.92088 -2.05793 -1.73453  -0.194
C -3.07904 -2.47552 -2.43850  0.358
C -0.79916 -2.85896 -2.00881  0.907
C -0.31027 -2.91158 2.13169  -0.122
C -1.95100 -4.30463 -3.51619  -0.345
C -3.09848 -3.55695 -3.29732  -0.708
C 1.80072 4.28232 -0.52792  -0.194
C -0.75307 -3.37840 3.35434  -0.773
H -1.96351 -5.15134 -4.18842  0.360
H 0.12655 -4.50593 -3.01327  0.389
H -4.02278 -3.81213 -3.79792  0.386
H 1.62831 4.34886 0.53685  0.418
H 0.87682 1.52740 4.50206  0.350
H 2.38461 4.00072 -4.33299  0.392
H 0.57895 2.65621 3.16705  0.330
H -0.24092 -3.55541 1.26550  0.407
H -0.58761 -0.43332 5.00168  0.378
H -0.78014 1.87764 3.99347  0.335
H 2.26665 6.35923 -0.76124  0.379
H -1.02217 -4.41799 3.46898  0.403
H 2.64534 6.18400 -3.19619  0.381
H 1.74879 1.99473 -3.01679  0.406
H -1.20462 -2.81591 5.37366  0.412

Values from the calculation:
- HOMO (eV) = -6.958
- charge = 0
- E (eV) = -66860.814

---

Entry 3:
DFT (ωB97M-V/def2-TZVPD) results for a molecular structure, C33H32FN2O4TeZn in a non-equilibrium geometry.

Last column: Mulliken charge in e.
Geometry (Å):
Te -1.38550 3.78074 -1.87540  0.186
Zn -0.19035 -0.40751 2.48713  -0.678
F 2.29117 -0.83450 3.01756  -0.209
O -0.54324 -1.00946 4.33488  -0.703
O 0.21154 3.26422 0.43646  -0.748
O -1.41418 -0.25426 6.29214  -0.706
O -0.34110 1.00240 0.78460  -0.272
N -0.53900 1.36055 3.26679  0.801
N 0.54554 -1.81457 1.35509  0.783
C 1.92062 4.34261 -6.01046  -0.422
C 0.70811 4.23171 -6.74327  -0.432
C 0.32588 -2.27175 -1.03280  0.162
C 2.44155 -4.87324 2.32898  -0.774
C -0.97075 3.70095 4.58558  -0.391
C -1.79539 4.05307 -3.99550  -1.008
C 1.58601 -4.07473 1.56432  -0.120
C -0.44461 2.46176 2.56406  0.806
C -2.43097 -2.57109 1.69932  0.182
C 3.30519 -4.35467 3.25558  -0.461
C -2.40271 -2.73783 -0.72172  -0.235
C -0.54986 3.73235 3.23283  -0.678
C -3.24270 -1.26092 2.03055  -1.274
C -1.82072 -2.83045 -1.96423  -1.232
C 1.48869 -2.67076 1.84580  0.044
C 0.68548 4.42671 -3.96780  0.751
C -0.92921 -0.06701 5.19165  0.162
C 1.75905 -1.79991 -1.27741  1.615
C 1.91865 -0.27267 -1.36349  -1.366
C -0.50584 4.19129 -6.10748  -0.633
C -3.31506 -3.88213 1.80252  -1.359
C 2.34284 -2.38190 -2.54036  -2.090
C -0.84684 1.33080 4.53898  0.558
C -0.53359 4.27591 -4.68582  0.576
C -0.25507 -2.16119 0.26239  0.057
C 0.52673 4.61962 -2.46354  -1.433
C -1.66009 -2.52794 0.40190  0.766
C -1.06233 2.49405 5.28689  -0.729
C -0.51733 -2.53604 -2.13462  -0.359
C 1.93844 4.36244 -4.62920  -0.727
C -0.16016 2.26477 1.12432  -0.026
C 3.36806 -2.93780 3.40365  -0.712
C 2.40171 -2.17678 2.77295  0.472
H 0.51528 5.71152 -2.28941  0.408
H -1.26017 4.66669 4.92751  0.419
H 1.61084 0.29031 -0.48261  0.101
H -2.52228 4.86193 -4.13876  0.367
H -2.33102 3.12857 -4.25477  0.414
H -1.60126 -2.69772 2.38880  0.240
H -3.79377 -3.93661 2.79604  0.424
H 1.97146 -1.78317 -3.46947  0.307
H 2.96567 -0.04407 -1.62877  0.393
H -4.14259 -1.40020 1.44810  0.446
H -0.43599 4.71693 2.78258  0.475
H 1.29579 0.19169 -2.14660  0.314
H -3.51795 -2.95041 -0.55107  0.090
H 2.86148 4.30186 -6.57470  0.331
H 2.27096 -3.41730 -2.69675  0.439
H 3.81959 -5.02528 3.91292  0.379
H -0.04842 -2.53761 -3.14881  0.176
H 1.31139 4.17924 -1.87467  0.510
H -3.31140 -1.12949 3.13524  0.268
H 2.36916 -2.16128 -0.40472  -0.143
H 1.01187 -4.48727 0.75858  0.487
H 3.42403 -2.21023 -2.50281  0.519
H -2.70164 -0.41411 1.59195  0.173
H -3.95882 -3.85703 0.92519  0.293
H -1.25694 2.28672 6.33876  0.502
H -2.59930 -4.65877 1.77725  0.407
H -2.39907 -3.22263 -2.80107  0.331
H 2.39618 -5.97718 2.28239  0.287
H 4.05053 -2.44506 4.07527  0.401
H 2.82780 4.57307 -4.05040  0.425
H 0.75138 4.09142 -7.81466  0.348
H -1.48149 4.16863 -6.66430  0.325

Values from the calculation:
- HOMO (eV) = -4.610
- charge = -1
- E (eV) = -104342.161

---

Entry 4:
DFT (ωB97M-V/def2-TZVPD) results for a gas-phase ion, C9H17ClN3 (charge +1) in a non-equilibrium geometry.

Last column: Mulliken charge in e.
Geometry (Å):
Cl 0.37294 2.71648 -1.65057  -0.169
N -1.24875 -2.50989 1.24640  -0.100
N -3.10688 -0.86183 0.43176  -0.100
N 0.78643 -1.70033 -0.37998  -0.187
C -2.68484 -1.97947 1.36286  -0.226
C -0.97822 1.85567 -0.71819  0.118
C -1.80604 -0.62651 -0.36107  0.045
C -1.62052 0.54535 -1.53554  -0.613
C -2.16233 2.91218 -0.20904  -0.950
C 3.92910 0.60524 0.21486  -0.806
C 3.25529 -0.84725 -0.26483  -0.500
C 1.73815 -0.85142 0.43805  -0.082
C -0.63234 -1.66267 0.14894  -0.112
H -0.76631 -3.26371 1.80488  0.303
H -1.61223 3.62352 0.57564  0.321
H 3.21843 1.43225 -0.24212  0.199
H 1.17956 -2.66696 -0.39139  0.353
H 5.05097 0.71494 -0.09986  0.325
H -3.01091 2.33115 0.34963  0.225
H -2.65885 0.79924 -2.02535  0.368
H -0.86570 0.19966 -2.39256  0.347
H -2.55506 3.54910 -1.11053  0.329
H -3.39855 -2.43494 2.17330  0.365
H 3.76610 0.63283 1.39510  0.248
H 1.39722 0.28977 0.42484  -0.033
H 1.87992 -1.20136 1.54937  0.234
H -0.50631 1.42588 0.28674  0.180
H 3.15989 -0.92520 -1.43851  0.283
H 3.88082 -1.77459 0.08160  0.322
H -4.00098 -0.32714 0.33558  0.315

Values from the calculation:
- HOMO (eV) = -12.582
- charge = +1
- structure (SMILES) = CCCNc1[nH]c[nH+]c1C[C@H](C)Cl
- E (eV) = -26587.824

---

Entry 5:
DFT (ωB97M-V/def2-TZVPD) results for 2 unconnected molecules or ions with the total composition C3H11N3 in a non-equilibrium geometry.

Last column: Mulliken charge in e.
Geometry (Å):
N 0.66757 1.09904 2.28703  -0.414
N -2.11440 -0.81666 -3.60643  -0.610
N -1.05011 -2.54226 -2.59341  -0.585
C 1.70722 0.32545 2.97220  -0.720
C 1.14148 2.45317 1.83409  -0.707
C -1.90725 -2.19481 -3.48091  0.082
H 0.45578 2.77397 0.90464  0.242
H -2.50121 -2.85129 -4.17965  0.319
H 1.11378 3.20655 2.62606  0.224
H 2.13608 2.19547 1.33125  0.320
H 2.45690 0.98450 3.43540  0.291
H 1.25484 -0.44611 3.58958  0.253
H -1.17198 -3.57731 -2.56451  0.230
H 2.18057 -0.25682 2.09735  0.257
H -3.09328 -0.69143 -3.26051  0.251
H -1.56576 -0.29489 -2.85736  0.312
H 0.28977 0.63343 1.46517  0.254

Values from the calculation:
- HOMO (eV) = -8.369
- charge = 0
- structure (SMILES) = [H]/N=C/N.CNC
- E (eV) = -7757.785